1.
{
  "formula": "C8H15NO2S",
  "method": "wB97M-V/def2-TZVPD",
  "symbols": ["C", "H", "H", "H", "C", "C", "H", "C", "C", "C", "C", "C", "H", "H", "H", "H", "H", "H", "H", "O", "H", "H", "N", "H", "O", "H", "S"],
  "positions_angstrom": [[-1.682, -2.067, 0.319], [-1.621, 1.949, -1.809], [1.071, -0.938, 2.201], [1.121, 1.121, -1.695], [0.823, 0.018, 1.739], [0.073, 2.280, -0.235], [-0.059, 0.454, 2.170], [-1.356, 2.131, -0.793], [0.548, -0.160, 0.111], [0.989, 1.103, -0.607], [1.349, -1.366, -0.297], [-2.329, -2.527, -0.687], [0.063, 2.319, 0.790], [-2.364, -1.949, -1.668], [1.309, -1.571, -1.474], [1.710, 0.661, 1.845], [1.930, 1.343, -0.186], [-1.441, -2.406, 1.331], [0.908, -2.302, 0.211], [-3.256, 0.259, -0.473], [0.596, 3.255, -0.510], [2.402, -1.164, -0.102], [-0.833, -0.447, -0.252], [-2.061, 3.060, -0.632], [-2.000, 1.107, 1.464], [-2.864, -3.438, -0.454], [-2.032, 0.726, 0.082]],
  "de_lowest_ev": 3.1171,
  "homo_energy_ev": -9.25,
  "e_lumo_ha": 0.0288,
  "energy_ev": -24955.8316,
  "orbital_gap_ev": 10.0,
  "max_force_ev_per_a": 5.16
}

2.
{
  "formula": "C8H15P",
  "method": "wB97M-V/def2-TZVPD",
  "symbols": ["C", "H", "H", "H", "C", "H", "C", "C", "H", "C", "C", "H", "H", "H", "P", "H", "H", "H", "C", "H", "H", "H", "H", "C"],
  "positions_angstrom": [[-0.171, -2.066, -1.194], [2.022, 0.278, -0.405], [-0.644, -3.037, -1.136], [-1.153, -0.843, 0.794], [0.129, 0.192, -1.829], [1.303, 2.589, 1.046], [-0.669, -1.035, -2.156], [-1.315, 0.234, 1.053], [-1.955, 0.410, 1.909], [0.089, 0.763, 1.172], [0.853, -1.549, -0.445], [-0.535, 1.043, -1.304], [-0.292, 2.726, 1.631], [-1.857, -0.985, -2.024], [1.060, 0.191, 2.584], [0.167, -0.289, 3.523], [-0.503, -1.332, -3.143], [-1.747, 0.647, 0.159], [1.106, -0.136, -0.728], [0.066, 2.493, -0.123], [1.515, -2.014, 0.300], [1.551, -1.077, 2.185], [0.654, 0.622, -2.753], [0.324, 2.174, 0.886]],
  "de_lowest_ev": 3.1525,
  "homo_energy_ev": [-7.32, -7.32],
  "e_lumo_ha": [0.0172, 0.0172],
  "energy_ev": -17823.8813,
  "orbital_gap_ev": [7.8, 7.8],
  "max_force_ev_per_a": 4.22
}

3.
{
  "formula": "C8H16",
  "method": "wB97M-V/def2-TZVPD",
  "symbols": ["C", "C", "H", "C", "C", "C", "H", "H", "H", "H", "H", "H", "C", "H", "H", "C", "H", "H", "H", "H", "H", "C", "H", "H"],
  "positions_angstrom": [[-13.469, 6.680, 11.540], [-12.884, 8.015, 11.266], [-15.446, 5.783, 12.353], [-9.669, 6.752, 12.047], [-14.875, 6.707, 12.165], [-8.373, 7.373, 12.354], [-12.863, 8.545, 12.233], [-7.574, 7.098, 11.645], [-8.654, 8.425, 12.178], [-7.979, 7.281, 13.381], [-9.723, 6.327, 9.992], [-9.754, 5.792, 13.931], [-12.777, 5.544, 11.373], [-15.433, 7.324, 11.440], [-11.767, 5.566, 10.950], [-10.251, 6.010, 12.979], [-11.847, 7.900, 10.906], [-10.036, 8.043, 10.398], [-11.340, 6.828, 10.577], [-13.442, 8.629, 10.540], [-13.225, 4.563, 11.572], [-10.256, 7.001, 10.684], [-14.790, 7.267, 13.111], [-11.236, 5.563, 12.804]],
  "de_lowest_ev": 2.7489,
  "homo_energy_ev": -9.07,
  "e_lumo_ha": 0.0369,
  "smiles": "C=C(C)C.C=C(C)C",
  "energy_ev": -8552.3621,
  "orbital_gap_ev": 10.1,
  "max_force_ev_per_a": 2.70
}

4.
{
  "formula": "C8H16",
  "method": "wB97M-V/def2-TZVPD",
  "symbols": ["H", "C", "C", "H", "H", "H", "H", "H", "H", "H", "C", "H", "H", "H", "C", "H", "C", "H", "H", "H", "C", "H", "C", "C"],
  "positions_angstrom": [[0.298, -0.946, -1.546], [-0.867, 3.559, -2.170], [0.704, 0.606, -0.130], [1.714, 0.850, -0.456], [1.363, -3.004, 1.459], [-0.285, 4.403, -2.552], [0.605, 0.748, 0.945], [1.086, 2.909, -1.522], [0.332, -3.531, 2.790], [1.439, -2.206, 2.952], [0.496, -0.897, -0.475], [-0.343, -0.764, 2.220], [-1.546, -1.676, -0.082], [-1.561, 3.990, -1.448], [-0.436, -1.760, 1.790], [1.490, -1.338, -0.300], [-0.502, -1.779, 0.244], [-1.379, 3.158, -3.038], [-0.370, -2.787, -0.174], [-1.380, -2.175, 2.143], [0.713, -2.654, 2.262], [-1.326, 1.277, -0.538], [0.059, 2.561, -1.510], [-0.304, 1.457, -0.862]],
  "de_lowest_ev": 0.6930,
  "homo_energy_ev": -9.08,
  "e_lumo_ha": 0.0447,
  "smiles": "C/C=C/CCCCC",
  "energy_ev": -8554.4180,
  "orbital_gap_ev": 10.3,
  "max_force_ev_per_a": 1.81
}

5.
{
  "formula": "C8H16",
  "method": "wB97M-V/def2-TZVPD",
  "symbols": ["H", "H", "C", "H", "H", "H", "H", "H", "C", "H", "C", "H", "C", "H", "H", "H", "C", "H", "H", "H", "C", "C", "C", "H"],
  "positions_angstrom": [[-2.259, 1.130, 1.118], [2.066, -1.948, -1.161], [-2.774, 2.137, -1.370], [3.681, 0.143, -0.889], [2.917, -0.383, 2.522], [0.816, -2.124, 0.076], [-3.607, 2.054, -2.077], [-3.030, 2.791, -0.541], [1.444, -1.405, -0.450], [-2.100, 0.119, -1.785], [2.263, -0.614, 0.530], [-1.311, -1.498, -0.038], [-2.218, 0.361, 0.349], [2.457, 1.315, -0.431], [1.728, -1.762, 2.203], [-2.710, -1.589, 1.037], [-1.835, -0.981, 0.765], [0.814, -0.722, -1.034], [3.756, 0.921, 0.696], [-1.207, -0.910, 1.654], [2.315, -0.936, 1.815], [3.084, 0.505, -0.051], [-2.332, 0.810, -0.978], [-1.958, 2.587, -1.960]],
  "de_lowest_ev": 0.5799,
  "spin_multiplicity": 2,
  "homo_energy_ev": [-12.17, -12.16],
  "charge": 1,
  "e_lumo_ha": [-0.1736, -0.3094],
  "energy_ev": -8545.5611,
  "orbital_gap_ev": [7.4, 3.7],
  "max_force_ev_per_a": 0.77
}

6.
{
  "formula": "C8H16AlBO4",
  "method": "wB97M-V/def2-TZVPD",
  "symbols": ["O", "H", "H", "O", "H", "B", "H", "H", "H", "C", "H", "C", "H", "H", "C", "C", "H", "C", "H", "C", "O", "Al", "H", "C", "H", "O", "H", "H", "C", "H"],
  "positions_angstrom": [[1.464, 1.817, -1.409], [-0.941, -6.001, 2.071], [-2.073, -3.771, 3.857], [-0.315, -4.034, 1.865], [-0.328, -5.273, 3.440], [-2.090, 0.055, -3.451], [-3.053, -2.503, 2.011], [4.119, 5.188, -0.219], [-3.224, -3.966, 1.084], [-2.564, -3.449, 1.779], [1.509, 5.970, -0.560], [1.918, 2.911, -1.082], [-3.223, -0.060, -3.878], [-1.617, 1.142, -3.395], [-1.137, -3.119, 1.433], [1.907, 5.011, -0.227], [-2.134, -0.409, -2.305], [3.288, 4.830, -0.820], [3.907, 2.987, -1.845], [-1.024, -5.064, 2.625], [-0.725, -2.161, 0.780], [0.032, -0.459, -1.096], [-3.210, -4.933, 3.319], [-2.332, -4.386, 2.991], [1.826, 5.066, 0.858], [1.151, 3.923, -0.778], [3.647, 2.777, -0.008], [3.335, 5.233, -1.829], [3.389, 3.288, -0.939], [-1.500, -0.611, -4.274]],
  "de_lowest_ev": 5.8272,
  "homo_energy_ev": -16.94,
  "charge": 2,
  "e_lumo_ha": -0.4910,
  "energy_ev": -23994.8962,
  "orbital_gap_ev": 3.6,
  "max_force_ev_per_a": 2.33
}

Copy entry 2 word for word.
{
  "formula": "C8H15P",
  "method": "wB97M-V/def2-TZVPD",
  "symbols": ["C", "H", "H", "H", "C", "H", "C", "C", "H", "C", "C", "H", "H", "H", "P", "H", "H", "H", "C", "H", "H", "H", "H", "C"],
  "positions_angstrom": [[-0.171, -2.066, -1.194], [2.022, 0.278, -0.405], [-0.644, -3.037, -1.136], [-1.153, -0.843, 0.794], [0.129, 0.192, -1.829], [1.303, 2.589, 1.046], [-0.669, -1.035, -2.156], [-1.315, 0.234, 1.053], [-1.955, 0.410, 1.909], [0.089, 0.763, 1.172], [0.853, -1.549, -0.445], [-0.535, 1.043, -1.304], [-0.292, 2.726, 1.631], [-1.857, -0.985, -2.024], [1.060, 0.191, 2.584], [0.167, -0.289, 3.523], [-0.503, -1.332, -3.143], [-1.747, 0.647, 0.159], [1.106, -0.136, -0.728], [0.066, 2.493, -0.123], [1.515, -2.014, 0.300], [1.551, -1.077, 2.185], [0.654, 0.622, -2.753], [0.324, 2.174, 0.886]],
  "de_lowest_ev": 3.1525,
  "homo_energy_ev": [-7.32, -7.32],
  "e_lumo_ha": [0.0172, 0.0172],
  "energy_ev": -17823.8813,
  "orbital_gap_ev": [7.8, 7.8],
  "max_force_ev_per_a": 4.22
}

Repeat the fifth record exactly.
{
  "formula": "C8H16",
  "method": "wB97M-V/def2-TZVPD",
  "symbols": ["H", "H", "C", "H", "H", "H", "H", "H", "C", "H", "C", "H", "C", "H", "H", "H", "C", "H", "H", "H", "C", "C", "C", "H"],
  "positions_angstrom": [[-2.259, 1.130, 1.118], [2.066, -1.948, -1.161], [-2.774, 2.137, -1.370], [3.681, 0.143, -0.889], [2.917, -0.383, 2.522], [0.816, -2.124, 0.076], [-3.607, 2.054, -2.077], [-3.030, 2.791, -0.541], [1.444, -1.405, -0.450], [-2.100, 0.119, -1.785], [2.263, -0.614, 0.530], [-1.311, -1.498, -0.038], [-2.218, 0.361, 0.349], [2.457, 1.315, -0.431], [1.728, -1.762, 2.203], [-2.710, -1.589, 1.037], [-1.835, -0.981, 0.765], [0.814, -0.722, -1.034], [3.756, 0.921, 0.696], [-1.207, -0.910, 1.654], [2.315, -0.936, 1.815], [3.084, 0.505, -0.051], [-2.332, 0.810, -0.978], [-1.958, 2.587, -1.960]],
  "de_lowest_ev": 0.5799,
  "spin_multiplicity": 2,
  "homo_energy_ev": [-12.17, -12.16],
  "charge": 1,
  "e_lumo_ha": [-0.1736, -0.3094],
  "energy_ev": -8545.5611,
  "orbital_gap_ev": [7.4, 3.7],
  "max_force_ev_per_a": 0.77
}